# C24H35NO10P2S

A cluster of 4 separate species, C24H35NO10P2S in total (wB97M-V/def2-TZVPD, OMol25).

Max |F| in eV Å⁻¹: 2.4
Relative energy (zero: lowest compared OMol25 entry of this formula, charge and spin) in kJ/mol: 95.63
SMILES: NCCC[C@]1([PH2]=O)OC(=O)O[C@@]1([PH2]=S)c1ccccc1.O=C1CCCO1.O=C1CCCO1.O=C1CCCO1

Each atom is followed by the atoms it is bonded to, with distances in Å.
Geometry (Å):
1 N 2.25912 -1.62362 -0.51874  C2 1.464, H21 1.008, H22 1.005
2 C 2.97387 -0.95567 -1.60725  N1 1.464, C3 1.535, H23 1.108, H24 1.096
3 C 2.06346 -0.27903 -2.64116  C2 1.535, C4 1.544, H25 1.100, H26 1.101
4 C 1.31162 0.97486 -2.14551  C3 1.544, C5 1.568, H27 1.105, H28 1.100
5 C 0.21136 0.72366 -1.05722  C4 1.568, P6 1.883, O8 1.421, C12 1.561
6 P 1.06260 1.14004 0.57048  C5 1.883, O7 1.484, H29 1.419, H30 1.425
7 O 1.01081 0.11515 1.64298  P6 1.484
8 O -0.35303 -0.56629 -1.24907  C5 1.421, C9 1.392
9 C -1.13683 -0.38779 -2.38590  O8 1.392, O10 1.195, O11 1.399
10 O -1.44818 -1.21631 -3.18823  C9 1.195
11 O -1.48816 0.96174 -2.49332  C9 1.399, C12 1.464
12 C -1.11233 1.53769 -1.20087  C5 1.561, O11 1.464, P13 1.875, C15 1.542
13 P -0.96170 3.39366 -1.42101  C12 1.875, S14 1.957, H31 1.415, H32 1.417
14 S -1.53368 4.35221 0.18653  P13 1.957
15 C -2.30712 1.09689 -0.33113  C12 1.542, C16 1.381, C20 1.394
16 C -2.21591 0.84614 1.02339  C15 1.381, C17 1.382, H33 1.089
17 C -3.30627 0.41582 1.75547  C16 1.382, C18 1.379, H34 1.091
18 C -4.53987 0.22085 1.17011  C17 1.379, C19 1.393, H35 1.099
19 C -4.64416 0.51420 -0.18804  C18 1.393, C20 1.374, H36 1.090
20 C -3.56047 0.93772 -0.91931  C15 1.394, C19 1.374, H37 1.089
21 H 2.68378 -1.37837 0.36227  N1 1.008
22 H 2.19695 -2.61831 -0.64697  N1 1.005
23 H 3.53188 -1.74139 -2.15319  C2 1.108
24 H 3.75104 -0.30172 -1.19549  C2 1.096
25 H 1.38920 -1.00963 -3.11180  C3 1.100
26 H 2.72079 0.06357 -3.45549  C3 1.101
27 H 0.82468 1.41559 -3.03443  C4 1.105
28 H 2.06350 1.71850 -1.84355  C4 1.100
29 H 2.42601 1.37083 0.25235  P6 1.419
30 H 0.54681 2.38962 1.02030  P6 1.425
31 H 0.36804 3.74029 -1.75667  P13 1.415
32 H -1.80168 3.80725 -2.48478  P13 1.417
33 H -1.28680 0.97163 1.57698  C16 1.089
34 H -3.17051 0.21476 2.81866  C17 1.091
35 H -5.41717 -0.13906 1.72508  C18 1.099
36 H -5.62124 0.38661 -0.65297  C19 1.090
37 H -3.73131 1.13937 -1.97531  C20 1.089
38 O -9.10067 -0.69138 1.48712  C39 1.194
39 C -8.89328 0.22379 2.22578  O38 1.194, O40 1.360, C43 1.515
40 O -7.66126 0.51775 2.72041  C39 1.360, C41 1.439
41 C -7.76324 1.60249 3.65995  O40 1.439, C42 1.519, H44 1.093, H45 1.088
42 C -9.05259 2.32232 3.30373  C41 1.519, C43 1.523, H46 1.089, H47 1.092
43 C -9.92212 1.18466 2.78432  C39 1.515, C42 1.523, H48 1.091, H49 1.087
44 H -7.78489 1.18550 4.66955  C41 1.093
45 H -6.89218 2.24759 3.56319  C41 1.088
46 H -9.48744 2.86494 4.14158  C42 1.089
47 H -8.86728 3.03780 2.50042  C42 1.092
48 H -10.46901 0.68800 3.58724  C43 1.091
49 H -10.60569 1.51575 2.00737  C43 1.087
50 O 4.21576 2.08563 -3.16152  C51 1.197
51 C 5.29246 1.88265 -2.67889  O50 1.197, O52 1.356, C55 1.514
52 O 5.67508 0.67763 -2.18862  C51 1.356, C53 1.440
53 C 6.97446 0.79368 -1.57937  O52 1.440, C54 1.519, H56 1.092, H57 1.088
54 C 7.60583 2.02135 -2.21319  C53 1.519, C55 1.522, H58 1.089, H59 1.092
55 C 6.39330 2.90302 -2.47798  C51 1.514, C54 1.522, H60 1.091, H61 1.087
56 H 6.84272 0.90232 -0.50054  C53 1.092
57 H 7.54634 -0.11063 -1.77442  C53 1.088
58 H 8.36361 2.48771 -1.58587  C54 1.089
59 H 8.07537 1.74944 -3.16041  C54 1.092
60 H 6.14458 3.52489 -1.61633  C55 1.091
61 H 6.52003 3.51704 -3.36553  C55 1.087
62 O 4.44638 -3.27157 -0.05055  C63 1.196
63 C 4.12895 -4.07206 0.77907  O62 1.196, O64 1.356, C67 1.515
64 O 4.50860 -3.98779 2.07817  C63 1.356, C65 1.437
65 C 4.05897 -5.14959 2.79486  O64 1.437, C66 1.519, H68 1.093, H69 1.088
66 C 2.90083 -5.69854 1.97892  C65 1.519, C67 1.524, H70 1.089, H71 1.091
67 C 3.30506 -5.32426 0.55803  C63 1.515, C66 1.524, H72 1.091, H73 1.087
68 H 4.88954 -5.85610 2.86616  C65 1.093
69 H 3.75661 -4.86037 3.79911  C65 1.088
70 H 2.73794 -6.76497 2.12635  C66 1.089
71 H 1.97958 -5.17817 2.24678  C66 1.091
72 H 3.93693 -6.08528 0.09744  C67 1.091
73 H 2.44168 -5.11664 -0.06951  C67 1.087